## a
Computed, not measured: 2 unconnected molecules or ions with the total composition C10H10N2O2, with wB97M-V/def2-TZVPD.

Calculated values
frontier orbital gap = 9.1 eV
HOMO = -0.3226 Eh
SMILES string = O=c1cc[nH]c(=O)[nH]1.c1ccccc1

Atoms and positions in Å:
O  -0.565  -1.555  0.079
C  -1.456  -0.713  -0.070
C  -1.312  0.641  -0.656
C  -2.409  1.368  -0.600
N  -3.607  0.910  -0.174
C  -3.886  -0.340  0.186
O  -4.979  -0.712  0.509
N  -2.701  -1.042  0.401
H  -0.290  0.991  -0.917
H  -2.478  2.463  -0.827
H  -4.393  1.432  -0.345
H  -2.840  -1.934  0.917
C  2.128  0.390  1.331
C  3.489  0.462  1.011
C  3.929  -0.068  -0.193
C  3.030  -0.666  -1.059
C  1.669  -0.710  -0.751
C  1.216  -0.178  0.454
H  1.760  0.812  2.261
H  4.184  0.916  1.703
H  4.982  -0.038  -0.455
H  3.413  -1.099  -2.001
H  0.972  -1.112  -1.485
H  0.146  -0.218  0.682

## b
Computed, not measured: 2 unconnected molecules or ions with the total composition C10H10N2O2, with wB97M-V/def2-TZVPD.

Calculated values
frontier orbital gap = 9.4 eV
HOMO = -0.3294 Eh
SMILES string = O=c1cc[nH]c(=O)[nH]1.c1ccccc1

Atoms and positions in Å:
O  3.346  2.319  -0.280
C  3.224  1.074  -0.140
C  3.420  0.314  -1.440
C  3.084  -0.977  -1.397
N  2.626  -1.612  -0.118
C  2.175  -0.806  1.003
O  1.345  -1.224  1.868
N  2.682  0.513  0.952
H  3.868  0.820  -2.156
H  3.056  -1.721  -2.282
H  2.577  -2.703  -0.135
H  2.589  1.062  1.871
C  -3.289  1.235  0.497
C  -4.590  1.254  0.045
C  -5.091  0.105  -0.503
C  -4.235  -1.093  -0.516
C  -2.948  -1.097  -0.224
C  -2.495  0.143  0.293
H  -2.844  2.141  0.982
H  -5.077  2.024  0.171
H  -5.951  0.192  -1.379
H  -4.640  -1.909  -1.083
H  -2.358  -1.960  -0.709
H  -1.443  0.069  0.476

Taking the most stable structure as the zero point, the relative energies in kcal/mol are a 0.0; b 43.2.

## a
Computed, not measured: a molecular structure, C18H27AlO10, with wB97M-V/def2-TZVPD.

Calculated values
frontier orbital gap = 4.0 eV
HOMO = -0.5828 Eh
total charge = +2

Atoms and positions in Å:
Al  1.261  -2.525  -0.580
C  -3.188  -2.939  0.891
C  -1.765  -2.737  0.531
O  -1.015  -1.867  0.965
O  -1.178  -3.457  -0.344
H  -3.559  -2.254  1.652
H  -3.354  -3.949  1.276
H  -3.822  -2.910  0.003
O  1.139  0.165  0.572
C  0.483  0.947  1.230
O  0.888  1.432  2.375
C  -0.166  2.228  3.018
C  -1.147  2.579  1.869
C  -0.898  1.465  0.858
H  0.428  3.025  3.456
H  -0.578  1.601  3.806
H  -0.937  3.590  1.525
H  -2.115  2.615  2.367
H  -0.827  1.802  -0.172
H  -1.628  0.666  0.979
O  -0.819  -1.200  -2.111
C  -1.697  -0.651  -2.733
O  -2.282  -1.342  -3.690
C  -3.302  -0.565  -4.381
C  -3.570  0.585  -3.387
C  -2.231  0.759  -2.673
H  -4.081  -1.314  -4.498
H  -3.020  -0.195  -5.364
H  -4.421  0.380  -2.738
H  -3.925  1.435  -3.969
H  -2.260  1.161  -1.664
H  -1.658  1.513  -3.215
O  2.066  -0.504  -2.389
C  2.013  0.597  -2.871
O  1.211  0.821  -3.930
C  1.135  2.253  -4.158
C  2.454  2.787  -3.634
C  2.839  1.823  -2.523
H  0.302  2.577  -3.528
H  0.957  2.484  -5.202
H  2.352  3.787  -3.208
H  3.183  2.885  -4.435
H  2.621  2.105  -1.494
H  3.884  1.521  -2.589
O  1.621  -2.681  2.175
C  1.995  -2.217  3.243
O  1.809  -0.964  3.556
C  2.292  -0.650  4.928
C  2.995  -1.941  5.383
C  2.687  -3.002  4.321
H  1.432  -0.403  5.534
H  3.067  0.051  4.634
H  2.733  -2.216  6.400
H  4.081  -1.854  5.342
H  1.996  -3.753  4.712
H  3.515  -3.551  3.878

## b
Computed, not measured: a molecular structure, C18H27AlO10, with wB97M-V/def2-TZVPD.

Calculated values
frontier orbital gap = 1.6 eV
HOMO = -0.5423 Eh
total charge = +2

Atoms and positions in Å:
Al  -1.998  1.704  4.261
C  0.452  1.039  0.213
C  -0.384  1.458  1.477
O  -1.460  2.025  1.237
O  0.082  1.150  2.589
H  0.307  -0.040  0.135
H  1.507  1.250  0.384
H  0.114  1.634  -0.628
O  0.478  -3.767  -3.426
C  0.933  -2.677  -3.306
O  2.165  -2.400  -3.837
C  2.505  -1.058  -3.587
C  1.541  -0.487  -2.570
C  0.361  -1.458  -2.604
H  2.360  -0.541  -4.561
H  3.571  -0.829  -3.471
H  1.304  0.516  -2.923
H  2.050  -0.424  -1.597
H  -0.527  -1.051  -3.081
H  0.108  -1.640  -1.560
O  5.273  4.740  5.456
C  4.407  4.254  4.796
O  3.411  4.977  4.266
C  2.476  4.188  3.555
C  3.056  2.761  3.471
C  4.188  2.785  4.497
H  2.201  4.542  2.562
H  1.535  4.135  4.105
H  3.535  2.423  2.551
H  2.258  2.040  3.641
H  5.130  2.419  4.080
H  4.107  2.181  5.401
O  -1.104  0.446  -5.130
C  -2.085  0.814  -4.543
O  -3.269  0.199  -4.659
C  -4.130  0.590  -3.596
C  -3.341  1.445  -2.591
C  -2.104  1.852  -3.411
H  -4.575  -0.251  -3.062
H  -5.008  1.087  -4.012
H  -3.021  0.805  -1.768
H  -3.974  2.221  -2.169
H  -1.244  1.688  -2.772
H  -2.183  2.797  -3.948
O  0.295  -3.026  0.441
C  -0.600  -3.647  0.965
O  -0.505  -4.930  1.261
C  -1.791  -5.454  1.773
C  -2.539  -4.212  2.263
C  -1.876  -3.057  1.531
H  -1.465  -6.054  2.613
H  -2.273  -5.903  0.912
H  -2.506  -4.161  3.350
H  -3.603  -4.294  2.041
H  -1.618  -2.223  2.188
H  -2.529  -2.581  0.798

Taking the most stable structure as the zero point, the relative energies in kcal/mol are a 0.0; b 102.2.

## a
Computed, not measured: 9 unconnected molecules or ions with the total composition C5H29N2O8, with wB97M-V/def2-TZVPD.

Calculated values
frontier orbital gap = 8.0 eV
HOMO = -0.3882 Eh
total charge = +1

Atoms and positions in Å:
C  -3.387  0.092  -1.727
C  -2.404  1.214  -1.408
C  -1.353  0.733  -0.422
C  -0.804  1.639  0.428
N  0.154  1.246  1.305
C  0.625  2.129  2.336
N  -4.067  -0.272  -0.414
H  -4.189  0.405  -2.391
H  -2.955  -0.825  -2.116
H  -1.850  1.458  -2.322
H  -2.906  2.093  -1.004
H  -0.780  -0.105  -0.809
H  -1.013  2.691  0.296
H  0.492  0.299  1.249
H  -0.157  2.714  2.834
H  1.077  1.625  3.184
H  1.254  2.916  1.891
H  -4.731  0.423  -0.076
H  -3.342  -0.449  0.307
H  -4.525  -1.174  -0.533
H  -0.337  -3.370  1.751
H  0.123  -2.036  2.092
O  -0.591  -2.460  1.557
H  -2.407  -1.792  2.270
H  -3.184  -2.721  1.437
O  -3.220  -1.816  1.766
H  2.166  -2.472  -0.293
H  3.002  -1.941  -1.400
O  2.947  -2.696  -0.809
H  2.277  -1.051  2.719
H  2.559  -2.301  1.996
O  1.810  -1.829  2.390
H  1.914  0.316  -2.114
H  2.603  1.326  -1.085
O  2.482  0.405  -1.341
H  0.710  4.307  -0.059
H  1.187  4.148  -1.539
O  1.089  3.699  -0.699
H  1.370  -0.865  -4.589
H  0.727  0.582  -4.416
O  0.962  -0.243  -3.987
H  3.289  -0.301  0.433
H  4.683  -0.147  0.650
O  3.947  -0.632  1.053

## b
Computed, not measured: 8 unconnected molecules or ions with the total composition C5H29N2O8, with wB97M-V/def2-TZVPD.

Calculated values
frontier orbital gap = 9.0 eV
HOMO = -0.4274 Eh
total charge = +1

Atoms and positions in Å:
N  -1.563  1.706  -0.285
C  -1.325  0.253  -0.092
C  -1.398  -0.487  -1.394
C  0.186  0.277  0.491
N  0.378  -0.452  1.749
C  -0.039  -1.863  1.797
C  -1.411  -2.205  2.420
O  -2.158  -3.019  1.474
H  -2.468  2.031  -0.651
H  -1.312  2.203  0.565
H  -0.836  2.022  -0.965
H  -1.782  -0.128  0.811
H  -2.464  -0.399  -1.631
H  -0.716  -0.338  -2.220
H  -1.600  -1.553  -1.479
H  0.556  1.285  0.748
H  0.785  -0.270  -0.244
H  0.248  0.071  2.605
H  0.732  -2.421  2.298
H  -0.090  -2.279  0.784
H  -1.269  -2.996  3.151
H  -1.989  -1.404  2.894
H  -2.182  -2.481  0.674
H  -1.910  0.752  -4.038
H  -2.398  2.178  -3.426
O  -2.175  1.259  -3.273
H  -1.795  3.581  2.587
H  -1.973  2.400  3.510
O  -1.795  2.616  2.584
H  2.966  -2.178  1.319
H  2.360  -1.451  2.546
O  2.911  -2.198  2.269
H  3.828  2.831  -1.730
H  3.129  1.634  -1.034
O  3.101  2.599  -1.138
H  0.505  3.839  -2.209
H  1.430  3.208  -1.120
O  0.516  3.520  -1.305
H  4.064  -0.091  -0.402
H  3.517  -1.016  -1.477
O  3.452  -0.112  -1.152
H  0.832  -3.382  -2.672
H  0.614  -4.251  -1.589
O  0.538  -3.295  -1.748

Taking the most stable structure as the zero point, the relative energies in kcal/mol are a 0.0; b 25.3.

## a
Computed, not measured: 6 unconnected molecules or ions with the total composition CH12O6, with wB97M-V/def2-TZVPD.

Calculated values
frontier orbital gap = 11.0 eV
HOMO = -0.3971 Eh
SMILES string = C=O.O.O.O.O.O

Atoms and positions in Å:
C  -1.395  3.891  -1.479
O  -1.319  3.672  -0.285
H  -2.358  3.889  -2.013
H  -0.583  3.823  -2.094
O  0.750  0.508  1.904
H  1.422  0.318  1.161
H  1.145  1.228  2.470
O  -1.298  -2.672  0.067
H  -1.676  -2.423  -0.816
H  -1.060  -1.796  0.395
O  1.730  -3.511  0.117
H  0.850  -3.133  0.052
H  1.582  -4.397  0.510
O  -1.922  0.412  -0.450
H  -2.087  0.427  0.503
H  -1.691  1.326  -0.585
O  2.967  -0.926  -0.046
H  2.611  -1.894  -0.215
H  2.948  -0.572  -0.953

## b
Computed, not measured: 6 unconnected molecules or ions with the total composition CH12O6, with wB97M-V/def2-TZVPD.

Calculated values
frontier orbital gap = 10.3 eV
HOMO = -0.3865 Eh
SMILES string = C=O.O.O.O.O.O

Atoms and positions in Å:
C  -1.674  0.246  -2.673
O  -1.815  0.651  -1.449
H  -0.930  -0.649  -2.847
H  -1.678  0.897  -3.545
O  2.358  0.296  0.251
H  1.931  0.803  0.943
H  3.303  0.203  0.521
O  -0.748  -2.171  0.472
H  -0.569  -2.986  0.900
H  -0.028  -1.985  -0.204
O  -1.463  0.517  1.830
H  -1.201  -0.360  1.384
H  -1.664  0.848  0.977
O  1.419  -1.024  -1.597
H  2.243  -0.688  -1.914
H  1.119  -0.272  -1.062
O  1.064  1.634  2.434
H  0.190  1.242  2.230
H  0.817  2.239  3.122

Taking the most stable structure as the zero point, the relative energies in kcal/mol are a 0.0; b 10.1.